Computed, not measured: C33H26AuNP2S2 as an isolated structure, with ωB97M-V/def2-TZVPD.

Each line ends with the Löwdin charge.
Element x y z (Å)
Au 0.266 -2.236 0.753  0.64
S 2.630 -2.095 0.615  0.33
P 2.140 -0.089 0.555  0.46
C 0.540 -0.154 1.061  -0.70
P -0.996 0.326 0.586  0.47
S -1.979 -1.496 0.617  0.38
C -1.801 1.503 1.691  -0.36
C -3.185 1.654 1.666  -0.09
C -3.793 2.576 2.502  -0.07
C -3.021 3.349 3.361  -0.08
C -1.642 3.199 3.389  -0.07
C -1.031 2.271 2.556  -0.08
C -1.135 1.082 -1.057  -0.33
C -0.823 0.302 -2.172  -0.10
C -0.818 0.866 -3.435  -0.08
C -1.129 2.212 -3.597  -0.08
C -1.439 2.991 -2.494  -0.08
C -1.440 2.429 -1.223  -0.08
C 2.445 0.599 -1.092  -0.36
C 2.185 1.958 -1.281  -0.09
C 2.304 2.519 -2.541  -0.08
C 2.690 1.729 -3.617  -0.08
C 2.949 0.380 -3.433  -0.08
C 2.821 -0.189 -2.172  -0.10
C 3.212 0.870 1.648  -0.34
C 4.429 1.387 1.208  -0.08
C 5.253 2.064 2.094  -0.08
C 4.865 2.226 3.417  -0.08
C 3.656 1.708 3.859  -0.07
C 2.831 1.026 2.978  -0.09
H -3.785 1.043 1.000  0.11
H -4.869 2.690 2.487  0.11
H -3.499 4.067 4.015  0.10
H -1.044 3.797 4.064  0.10
H 0.044 2.129 2.578  0.09
H -0.592 -0.749 -2.042  0.10
H -0.575 0.257 -4.296  0.11
H -1.130 2.650 -4.587  0.11
H -1.684 4.038 -2.619  0.10
H -1.682 3.043 -0.364  0.10
H 1.883 2.576 -0.442  0.12
H 2.092 3.571 -2.685  0.11
H 2.786 2.168 -4.602  0.11
H 3.248 -0.235 -4.272  0.11
H 3.011 -1.244 -2.020  0.07
H 4.729 1.267 0.173  0.11
H 6.197 2.468 1.751  0.11
H 5.509 2.758 4.106  0.10
H 3.358 1.831 4.892  0.11
H 1.888 0.604 3.306  0.10
C 0.016 -4.319 0.484  -0.29
C -1.335 -4.646 -0.027  -0.37
C -1.578 -4.757 -1.399  -0.05
C -2.846 -5.003 -1.888  -0.03
C -3.916 -5.147 -1.005  -0.25
C -3.695 -5.041 0.366  -0.03
C -2.421 -4.792 0.842  -0.09
C -5.239 -5.396 -1.508  -0.19
N -6.299 -5.590 -1.910  0.14
H 0.791 -4.643 -0.212  0.04
H 0.204 -4.778 1.456  0.05
H -0.751 -4.645 -2.090  0.11
H -3.018 -5.088 -2.953  0.12
H -4.525 -5.151 1.051  0.12
H -2.257 -4.701 1.910  0.11

As for the net charge: 0. The value obtained for the maximum force is 0.162 eV/Å. The energy above the lowest of the compared OMol25 structures with the same formula, charge and spin comes out at 0.0 kcal per mole. The value obtained for the frontier orbital gap is 0.269 Ha. The calculation puts the electronic energy at -2942.669688 Ha. The spin multiplicity is 1.

***

Computed, not measured: one molecule with the formula C3H6BrNO, with ωB97M-V/def2-TZVPD.

Each line ends with the Löwdin charge.
Element x y z (Å)
C 0.535 0.080 0.088  -0.26
C 0.030 -1.019 0.887  -0.02
C -0.682 0.958 -0.530  -0.31
N -2.491 0.960 0.912  -0.34
O -1.479 1.664 0.307  -0.21
Br -3.509 -0.294 -0.093  0.60
H 1.340 0.715 0.538  0.11
H 1.126 -0.391 -0.720  0.11
H -0.881 -1.578 0.536  0.04
H 0.270 -1.236 1.969  0.07
H -0.147 1.705 -1.332  0.17
H -1.188 0.313 -1.187  0.03

As for the net charge: 0. The value obtained for the maximum force is 6.378 eV/Å. The energy above the lowest of the compared OMol25 structures with the same formula, charge and spin comes out at 126.0 kcal per mole. The value obtained for the frontier orbital gap (spin up / spin down) is 0.281 / 0.347 Ha. The calculation puts the electronic energy at -2821.691290 Ha. The spin multiplicity is 1.

***

Computed, not measured: a 2-piece molecular cluster, C4H10NO overall, with ωB97M-V/def2-TZVPD.

Each line ends with the Löwdin charge.
Element x y z (Å)
C -1.982 0.072 1.674  -0.41
O -1.211 -1.002 1.312  -0.42
H -2.376 -0.031 2.707  0.03
H -1.418 1.031 1.695  0.04
H -2.871 0.221 1.027  0.04
N -0.799 -0.445 -1.209  -0.06
C 0.404 0.376 -1.230  -0.35
C 2.738 -0.185 -0.460  -0.05
C 1.419 -0.153 -0.248  -0.18
H -1.562 0.035 -1.656  0.02
H -1.012 -0.793 -0.154  0.01
H 0.169 1.413 -0.934  0.10
H 0.906 0.408 -2.207  0.08
H 3.339 -0.586 0.349  0.03
H 3.215 0.103 -1.388  0.03
H 1.040 -0.463 0.721  0.08

As for the net charge: -1. The value obtained for the maximum force is 1.004 eV/Å. The energy above the lowest of the compared OMol25 structures with the same formula, charge and spin comes out at 25.2 kcal per mole. The value obtained for the frontier orbital gap is 0.257 Ha. The calculation puts the electronic energy at -288.351412 Ha. The spin multiplicity is 1.

***

Computed, not measured: one molecule with the formula C7H10N2, with ωB97M-V/def2-TZVPD.

Each line ends with the Löwdin charge.
Element x y z (Å)
C 2.365 -1.245 0.204  0.01
C 1.825 -0.068 0.021  -0.33
C 2.809 1.126 -0.048  -0.06
C 0.365 -0.025 -0.187  -0.27
C -0.754 -0.919 -0.046  0.01
C -1.933 -0.153 0.024  -0.32
C -3.411 -0.365 -0.017  -0.03
N -1.486 1.104 -0.157  0.00
N -0.136 1.191 -0.203  0.07
H 3.527 -1.275 0.283  0.10
H 1.710 -2.149 0.380  0.07
H 3.053 1.274 0.979  0.06
H 2.288 1.947 -0.561  0.06
H 3.721 0.875 -0.699  0.10
H -0.587 -2.007 0.119  0.10
H -3.648 -1.480 0.124  0.11
H -3.852 0.182 0.761  0.05
H -3.737 0.080 -0.980  0.09
H -2.119 1.906 0.004  0.17

As for the net charge: 0. The value obtained for the maximum force is 3.050 eV/Å. The energy above the lowest of the compared OMol25 structures with the same formula, charge and spin comes out at 48.4 kcal per mole. The value obtained for the frontier orbital gap is 0.346 Ha. The calculation puts the electronic energy at -382.175099 Ha. The spin multiplicity is 1. Its structure (SMILES) is C=C(C)c1cc(C)[nH]n1.

***

Computed, not measured: C17H21BMnN6 as an isolated structure, with ωB97M-V/def2-TZVPD.

Each line ends with the Löwdin charge.
Element x y z (Å)
H 2.551 -2.834 -2.095  0.10
N 1.009 -1.387 -1.842  -0.11
B -0.822 0.403 -2.418  -0.47
N 0.571 -0.299 -2.570  0.01
C 1.382 -0.180 -3.654  -0.05
Mn 0.183 -2.379 -0.440  0.94
H 1.202 0.602 -4.378  0.13
C 2.338 -1.189 -3.627  -0.05
H 3.109 -1.383 -4.353  0.10
C 2.081 -1.942 -2.478  -0.11
H -1.282 0.389 -3.558  0.11
C -0.724 1.830 3.272  -0.05
H -0.799 1.015 3.999  0.01
H -0.379 1.417 2.317  0.01
H -1.720 2.262 3.125  0.02
N -0.798 1.968 -2.121  -0.06
N -1.842 -0.465 -1.621  0.01
N -0.368 2.567 -0.945  0.04
N -1.530 -1.574 -0.856  -0.11
C -1.190 2.940 -2.999  -0.12
C -3.179 -0.496 -1.856  -0.05
H -1.586 2.689 -3.966  0.10
H -3.644 0.248 -2.489  0.13
C -0.997 4.190 -2.408  -0.09
C -3.735 -1.606 -1.234  -0.05
C -0.493 3.902 -1.112  -0.17
C -2.673 -2.282 -0.625  -0.11
H -1.190 5.160 -2.823  0.08
H -4.761 -1.918 -1.246  0.09
H -0.236 4.633 -0.351  0.09
H -2.655 -3.215 -0.067  0.11
H -0.045 2.573 3.621  0.00
C 1.279 -3.647 0.622  -0.27
C 1.328 -2.853 1.876  -0.37
C 0.676 -3.323 3.027  -0.07
C 0.724 -2.591 4.210  -0.09
C 1.452 -1.389 4.270  -0.11
C 2.137 -0.937 3.135  -0.09
C 2.085 -1.666 1.944  -0.07
H 2.227 -3.745 0.082  0.04
H 0.656 -4.547 0.666  0.03
H 0.132 -4.269 2.962  0.11
H 0.211 -2.950 5.101  0.10
H 1.485 -0.820 5.197  0.10
H 2.726 -0.018 3.202  0.11
H 2.612 -1.343 1.042  0.10

As for the net charge: 0. The value obtained for the maximum force is 3.225 eV/Å. The energy above the lowest of the compared OMol25 structures with the same formula, charge and spin comes out at 0.0 kcal per mole. The value obtained for the frontier orbital gap (spin up / spin down) is 0.280 / 0.278 Ha. The calculation puts the electronic energy at -2164.786249 Ha. The spin multiplicity is 6.

***

Computed, not measured: a 2-piece molecular cluster, C4H11N3O overall, with ωB97M-V/def2-TZVPD.

Each line ends with the Löwdin charge.
Element x y z (Å)
H -1.080 0.793 1.856  0.02
N -1.442 -0.144 1.700  0.05
C -1.988 -0.208 0.552  -0.36
N -2.778 -1.250 0.178  -0.07
C -2.972 -1.582 -1.221  -0.10
H -1.855 0.542 -0.234  0.12
H -2.766 -2.007 0.845  0.13
H -3.858 -2.206 -1.323  0.08
H -3.140 -0.665 -1.778  0.08
H -2.122 -2.105 -1.662  0.08
C 1.458 1.897 0.070  -0.01
C 2.388 0.786 -0.355  -0.60
N 2.544 -0.214 0.567  0.15
O 2.964 0.775 -1.421  0.04
H 1.620 2.189 1.108  0.08
H 0.434 1.550 -0.045  0.05
H 1.599 2.753 -0.578  0.08
H 1.844 -0.358 1.275  0.09
H 3.035 -1.029 0.235  0.10

As for the net charge: 0. The value obtained for the maximum force is 0.443 eV/Å. The energy above the lowest of the compared OMol25 structures with the same formula, charge and spin comes out at 17.7 kcal per mole. The value obtained for the frontier orbital gap is 0.369 Ha. The calculation puts the electronic energy at -398.525893 Ha. The spin multiplicity is 1. Its structure (SMILES) is [H]/N=C/NC.CC(N)=O.